Record 1
32
Properties=species:S:1:pos:R:3:forces:R:3:lowdin_charge:R:1 method="wB97M-V/def2-TZVPD" gap_ha=0.27904 charge=0 lumo_ev=0.42 total_energy_ev=-16276.0177 homo_energy_ev=-7.174 e_above_lowest_kcal_mol=201.1 largest_force_ha_per_bohr=0.1071
C -1.299123 1.591605 0.365954 2.4 -0.1 -0.7 -0.257
C -1.557961 0.191721 0.494645 1.9 -2.3 1.5 -0.179
C -0.023675 1.995113 -0.190747 0.0 1.1 -0.4 -0.293
C -2.223103 2.466286 0.392061 -5.3 1.5 0.3 0.073
C -3.172474 -2.419953 -1.325922 -0.8 -1.2 -0.4 0.001
C 4.564178 -0.345487 0.455173 -0.6 -1.6 2.2 -0.075
C -2.587205 -0.324718 -0.113367 -3.4 -1.6 -0.7 -0.039
C -3.014931 -1.790447 -0.161391 1.7 1.7 -1.5 -0.142
C 4.943784 -0.741901 -0.727309 -1.1 0.1 -2.2 -0.089
C 0.776182 -1.052926 0.653799 0.8 -0.8 1.4 -0.137
C -0.617828 -0.775218 1.226204 -0.4 -0.5 1.8 -0.224
C 1.210723 0.310290 0.852532 1.5 1.3 1.7 -0.093
C 0.068416 3.244241 -1.003883 1.0 -0.4 -0.7 -0.027
C -0.987094 -1.169381 2.483967 0.2 0.3 -1.9 0.097
N 0.952552 1.254934 0.103983 0.8 -0.7 -0.3 0.134
H -2.149404 3.431100 -0.060720 0.0 0.5 0.4 0.059
H -3.264051 2.112627 0.627986 1.0 0.7 0.0 0.101
H -3.305631 -3.554490 -1.400179 0.1 1.8 0.2 0.079
H -3.262929 -1.868025 -2.286291 0.3 -0.4 0.8 0.068
H 3.536810 -0.036918 0.617790 0.3 0.8 0.0 -0.002
H 5.063846 -0.740120 1.393098 -0.2 0.9 -1.3 0.078
H -3.347299 0.353835 -0.501138 0.4 0.0 -0.5 0.114
H -2.862417 -2.269966 0.755320 -0.2 -1.1 1.1 0.067
H 4.409771 -0.656533 -1.689819 -0.5 0.7 0.9 0.058
H 1.446501 -1.701428 1.295058 -1.3 0.2 -0.8 0.132
H 0.875533 -1.239671 -0.378463 -0.5 -1.1 -1.4 0.105
H -0.517475 4.004368 -0.514866 0.2 0.6 0.0 0.054
H -0.352276 3.074401 -2.001674 -0.1 0.1 0.1 0.090
H 1.119311 3.572392 -1.140437 -0.7 -0.2 0.2 0.095
H -0.580445 -1.956157 3.116364 0.6 0.3 -0.4 0.072
H -1.872205 -0.713078 2.885776 -0.5 0.0 0.1 0.068
H 5.756471 -1.319989 -0.994859 2.3 -0.9 0.5 0.013

***

Record 2
34
Properties=species:S:1:pos:R:3:forces:R:3:lowdin_charge:R:1 method="wB97M-V/def2-TZVPD" gap_ha=0.28563 charge=+1 lumo_ev=-4.24 total_energy_ev=-19812.9651 homo_energy_ev=-12.008 e_above_lowest_kcal_mol=12.8 largest_force_ha_per_bohr=0.0432
C 5.071776 -1.877059 -0.647063 -0.1 -0.2 -0.1 -0.056
O 4.613123 -0.540664 -0.743795 -1.2 0.7 0.0 -0.061
C 3.292326 -0.271013 -0.590516 1.0 -0.4 0.4 -0.230
C 2.932392 1.080930 -0.753563 0.3 -0.3 0.1 0.029
C 1.616567 1.434208 -0.596451 0.4 0.2 -0.2 -0.022
C 0.631331 0.499512 -0.268616 0.4 -0.6 0.8 -0.216
C -0.698746 1.013552 -0.111545 0.2 0.9 0.3 -0.027
C -1.863315 0.208729 -0.288656 -1.9 -1.2 -0.1 -0.196
C -3.137631 0.778192 -0.069340 0.3 0.0 0.0 -0.043
C -4.291764 0.018920 -0.191877 -0.4 -0.2 -0.1 -0.056
C -4.209606 -1.325104 -0.560617 0.8 -0.5 0.0 -0.039
C -2.956720 -1.920171 -0.831215 -0.7 0.2 0.0 -0.044
C -1.820128 -1.153831 -0.699922 0.8 0.3 0.1 -0.023
C 1.040730 -0.843195 0.000318 0.0 0.0 0.1 -0.017
C 2.351494 -1.246664 -0.173241 0.3 0.2 0.0 0.019
H 6.145157 -1.795140 -0.774069 0.0 -0.2 0.0 0.102
H 4.830339 -2.305765 0.327414 0.1 0.0 0.0 0.095
H 4.634182 -2.486764 -1.443420 0.1 0.0 0.1 0.106
H 3.716302 1.816047 -0.950059 -0.3 -0.3 -0.1 0.138
H 1.322457 2.467956 -0.740604 0.0 0.0 0.0 0.126
H -0.799176 2.072417 -0.299503 -0.1 -0.2 -0.9 0.128
H -3.213060 1.831512 0.222381 0.0 -0.4 -0.4 0.110
H -5.275887 0.471451 -0.012362 0.5 -0.2 -0.1 0.122
H -5.082927 -1.957949 -0.623611 -0.2 0.2 -0.1 0.112
H -2.847369 -2.973276 -1.155770 -0.3 0.8 0.3 0.128
H -0.854437 -1.631138 -0.910568 -0.9 0.4 -0.2 0.099
H 0.348102 -1.608052 0.363248 0.3 0.6 0.1 0.114
H 2.664029 -2.280258 0.086798 -0.3 1.0 -0.4 0.128
N -0.833243 1.756906 1.768941 0.6 -1.5 0.1 -0.013
N -1.934944 2.340499 2.450294 -0.4 -0.1 -0.5 0.042
H -0.047720 2.390721 1.776863 0.3 0.1 0.2 0.130
H -0.562669 0.889299 2.247824 0.0 0.6 0.2 0.146
H -2.026124 3.295617 2.111289 0.0 0.0 0.1 0.101
H -2.754832 1.849580 2.081014 0.1 0.1 0.5 0.069

***

Record 3
35
Properties=species:S:1:pos:R:3:forces:R:3:lowdin_charge:R:1 method="wB97M-V/def2-TZVPD" gap_ha=0.11261 charge=-1 lumo_ev=1.50 total_energy_ev=-21856.5725 homo_energy_ev=-1.567 e_above_lowest_kcal_mol=0.0 largest_force_ha_per_bohr=0.1036
C 5.095488 -2.785982 1.317552 -1.2 0.2 -0.8 -0.116
C 3.907174 -1.760996 0.938569 -2.1 1.8 -1.1 -0.235
C 3.191330 -1.983568 -0.437581 -1.5 3.5 2.8 -0.039
C 2.018911 -1.016586 -0.779887 2.0 -0.3 2.6 -0.031
C 1.545292 0.138489 0.154546 2.1 -1.6 0.8 -0.182
C 0.271901 0.998704 -0.378481 0.6 -1.7 -0.5 -0.126
C -0.959898 -0.014178 -0.448733 -3.9 -2.2 -1.3 -0.152
C -1.356876 -1.003871 0.695199 -0.6 -0.1 -1.3 -0.044
C -2.549203 -1.992892 0.550379 1.5 3.0 -2.9 -0.113
N -3.305184 -1.998664 -0.630014 1.9 -0.8 4.3 -0.033
N -2.935250 -1.154160 -1.601303 1.4 2.5 -2.7 -0.087
C -1.898718 -0.154855 -1.703545 2.6 -0.2 4.6 0.017
C 2.261508 0.383109 1.506372 1.1 -3.3 -2.9 -0.019
C 3.451412 -0.591211 1.866958 -1.2 -0.7 -2.6 -0.043
H 5.611800 -2.485015 2.288909 -0.7 -0.6 -1.4 0.068
H 5.835259 -2.862290 0.431648 -1.0 0.4 1.6 0.077
H 4.601771 -3.832075 1.379198 0.9 1.7 0.3 0.080
H 3.533317 -2.821019 -1.147408 -0.7 1.5 1.2 0.093
H 1.474120 -1.190197 -1.765603 0.7 0.4 1.5 0.093
H 0.084064 1.941361 0.235657 0.1 -1.4 -0.8 0.125
H 0.533968 1.270505 -1.471874 -0.6 -0.1 1.8 0.119
H -0.749122 -1.037382 1.668088 -1.0 0.1 -1.8 0.080
H -2.786006 -2.710691 1.409663 0.1 1.2 -1.7 0.100
H -3.512753 -1.226373 -2.463130 0.5 0.0 1.3 0.142
H -1.730171 0.479566 -2.651525 -0.8 -1.3 1.7 0.131
H 1.911378 1.220158 2.203133 0.7 -1.4 -1.1 0.098
H 4.037026 -0.465110 2.850380 -1.1 -0.1 -1.7 0.083
O -4.036102 2.689311 -2.045275 0.0 -0.5 0.7 -0.249
C -3.892738 2.695029 -0.722808 -1.0 -1.0 -1.4 -0.446
C -3.003253 3.970072 -0.280388 0.9 0.9 1.5 -0.459
O -2.848969 3.970867 1.039518 0.1 0.2 -0.8 -0.256
H -3.392312 1.815773 -0.269108 0.8 0.0 -0.2 0.076
H -4.818112 2.755202 -0.118985 -0.3 0.6 -0.2 0.087
H -3.508762 4.847504 -0.726535 -0.6 0.0 0.2 0.085
H -2.082291 3.911463 -0.893585 0.3 -0.6 0.0 0.077

***

Record 4
38
Properties=species:S:1:pos:R:3:forces:R:3:lowdin_charge:R:1 method="wB97M-V/def2-TZVPD" gap_ha=0.19405 charge=-1 lumo_ev=2.45 total_energy_ev=-45583.2991 homo_energy_ev=-2.829 largest_force_ha_per_bohr=0.0780
C 2.332355 -0.641264 3.001801 0.3 -0.7 0.1 -0.198
C 1.196244 -1.606848 2.699442 0.4 0.3 -0.5 -0.196
N 0.977813 -1.602861 1.236485 0.1 -0.3 0.7 -0.190
C -0.281198 -1.942546 0.796922 0.2 -1.6 -0.2 -1.229
S -1.567440 -2.251302 1.812062 -0.4 0.2 1.0 0.507
S -0.577903 -2.258686 -0.840676 2.0 -0.6 0.8 0.756
C 2.169117 -1.958403 0.448128 0.0 0.4 0.5 -0.174
C 3.261526 -0.969928 0.835364 0.3 -0.2 0.2 -0.198
O 3.498644 -0.976033 2.245080 -0.2 0.2 -0.1 -0.160
H 2.003814 0.377057 2.796363 0.1 0.2 -0.1 0.120
H 2.652774 -0.737526 4.049906 -0.2 0.2 -0.2 0.121
H 1.470289 -2.617135 3.082859 -0.3 0.4 -0.4 0.132
H 0.265993 -1.278275 3.170877 0.2 -0.2 0.0 0.058
H 2.527930 -2.984380 0.673036 -0.4 0.2 0.0 0.131
H 1.915443 -1.894882 -0.613685 0.1 0.0 0.3 0.068
H 4.237946 -1.243941 0.402695 -0.4 0.1 -0.1 0.121
H 2.971915 0.036095 0.508332 0.0 0.0 0.0 0.123
C -2.568166 -3.893598 -7.349987 -0.1 -0.2 -0.2 -0.082
C -2.565135 -3.106555 -6.072468 0.5 0.3 0.2 -0.304
C -3.562791 -3.325841 -5.115087 -0.1 0.0 0.0 -0.073
C -3.535819 -2.678387 -3.890249 0.5 0.5 0.0 -0.036
C -2.465392 -1.781593 -3.569808 -0.1 -0.1 0.2 -0.233
C -2.394485 -1.221407 -2.231339 -0.2 2.4 -0.4 -0.220
C -1.384134 -0.337518 -1.774315 -3.5 -0.1 -2.0 -0.240
N -1.774206 0.515980 -0.613420 0.1 0.0 1.4 -0.369
O -0.943241 1.362698 -0.185152 -1.7 -1.6 -1.1 0.003
O -2.885122 0.301248 -0.100842 2.1 0.8 -0.7 0.014
C -1.504157 -1.500867 -4.576524 -0.4 -0.1 0.2 -0.038
C -1.549954 -2.166463 -5.799683 -0.5 -0.2 0.3 -0.058
H -1.728647 -3.629162 -7.991546 0.0 0.1 0.0 0.064
H -2.495622 -4.969639 -7.149408 0.0 0.1 0.0 0.076
H -3.485342 -3.739706 -7.925685 0.0 0.0 0.0 0.071
H -4.374672 -4.028520 -5.357805 0.3 0.3 0.2 0.110
H -4.356888 -2.798557 -3.175204 0.5 -0.1 -0.2 0.111
H -3.151433 -1.539188 -1.502505 0.5 0.2 -0.5 0.102
H -0.796622 0.215288 -2.510034 0.4 -0.3 0.7 0.107
H -0.762587 -0.713899 -4.384370 -0.2 -0.6 -0.2 0.102
H -0.794078 -1.949814 -6.553731 -0.1 -0.1 0.1 0.100

***

Record 5
42
Properties=species:S:1:pos:R:3:forces:R:3:lowdin_charge:R:1 method="wB97M-V/def2-TZVPD" gap_ha=0.31623 charge=0 smiles="CN[C@@H]1CN(c2cccc(OC)c2)S(=O)(=O)c2sc(S(N)(=O)=O)cc21" lumo_ev=-0.30 total_energy_ev=-62003.8089 homo_energy_ev=-8.906 e_above_lowest_kcal_mol=0.4 largest_force_ha_per_bohr=0.0684
O 0.008775 -5.205479 3.687840 0.5 1.3 -1.2 -0.332
O 0.800533 -6.521878 1.814385 -1.4 2.1 -0.6 -0.308
O 2.900784 -0.454254 -0.271343 -1.9 0.5 0.4 -0.304
O 2.044780 0.294226 1.899291 -1.8 -0.6 -2.6 -0.303
O 0.246402 4.907278 2.013792 0.2 -0.5 -1.5 -0.087
S 1.354246 -2.862822 1.785580 -1.0 0.0 -0.5 1.137
C -0.770643 -3.394169 0.310056 0.4 0.3 -0.6 -0.057
C -0.265902 -2.115388 -0.184647 0.9 0.2 2.1 -0.208
C 0.043617 -3.890719 1.309474 -0.1 -0.6 0.3 -0.576
C 0.797821 -1.751031 0.607561 0.5 1.3 -0.2 -0.526
C 1.510304 4.139373 -1.460325 -0.8 -0.4 0.7 -0.059
C 1.162899 4.895651 -0.346380 -0.2 -0.3 1.1 -0.019
C 1.269720 2.755115 -1.475269 1.0 1.1 -0.7 -0.022
C 0.464494 2.890017 0.784615 0.5 1.1 -0.2 0.064
C 0.655392 4.268873 0.831843 -0.1 0.3 -0.6 -0.211
C 0.798029 2.137858 -0.342668 -0.3 2.1 0.7 -0.315
N -0.965997 -2.004560 -2.444546 0.7 0.0 -0.8 -0.076
N -1.640252 -5.826272 2.010497 -0.2 -1.0 -1.2 -0.081
N 0.533663 0.789524 -0.288929 -0.3 -3.4 0.8 -0.160
C 0.290789 6.321051 1.993484 1.2 0.4 1.4 -0.102
C -2.302822 -2.227008 -2.955379 -0.1 0.7 -0.4 -0.116
C 0.046413 0.092572 -1.501219 1.0 -0.5 -1.2 -0.126
C -0.791286 -1.183859 -1.253702 -0.7 -0.6 0.6 -0.289
S -0.073513 -5.426092 2.249146 1.2 -2.3 2.1 0.572
S 1.704448 -0.184788 0.538813 2.5 0.0 0.7 0.736
H -1.656750 -3.891826 -0.117444 0.7 0.1 0.5 0.128
H 1.900421 4.676997 -2.314429 0.0 -0.3 -0.1 0.106
H 1.276862 5.963113 -0.400729 0.1 0.2 0.1 0.096
H 1.521080 2.210392 -2.370591 0.0 -0.3 0.0 0.113
H 0.021313 2.453156 1.636290 -0.3 -0.7 0.8 0.119
H -0.488069 -2.894811 -2.334269 0.0 0.4 -0.1 0.113
H -2.161612 -5.233117 2.623158 -0.6 0.3 0.4 0.067
H -1.742386 -6.806797 2.312532 0.0 0.5 -0.3 0.096
H -0.303232 6.783945 1.247603 -0.5 0.1 -1.3 0.072
H 1.358334 6.643117 1.918110 -0.8 0.0 0.0 0.108
H -0.154004 6.733540 2.922562 0.5 -0.7 -0.2 0.099
H -2.951531 -2.419838 -2.136465 -1.1 -0.4 0.8 0.055
H -2.368208 -3.070940 -3.648407 0.4 0.2 0.1 0.087
H -2.713091 -1.345593 -3.476640 0.3 -0.2 0.1 0.085
H -0.526975 0.762152 -2.181908 0.2 -0.2 1.0 0.148
H 0.914021 -0.196339 -2.111796 -0.1 -0.1 0.0 0.123
H -1.748867 -0.810367 -0.879547 -0.4 -0.2 -0.2 0.154

***

Record 6
32
Properties=species:S:1:pos:R:3:forces:R:3:lowdin_charge:R:1 method="wB97M-V/def2-TZVPD" gap_ha="0.28384 / 0.20970" charge=0 lumo_ev="0.35 / -1.01" total_energy_ev=-24076.9720 homo_energy_ev="-7.378 / -6.720" e_above_lowest_kcal_mol=62.1 largest_force_ha_per_bohr=0.0885
C 1.563783 3.595555 -1.316343 -0.6 -1.2 0.4 -0.077
C 1.498498 2.529189 -0.400473 -0.4 -0.2 -1.1 -0.050
C 0.743724 3.611414 -2.436676 0.1 0.4 0.6 -0.089
C 0.681882 1.431231 -0.682735 0.5 2.9 -1.3 -0.086
C -0.195351 2.620114 -2.578374 0.1 0.1 0.0 -0.135
C -0.219592 1.474330 -1.768419 1.6 1.5 0.8 -0.562
C 0.001955 -1.803642 -0.044558 -2.0 2.1 -1.9 0.010
C -0.962067 -0.793662 -0.350451 0.2 -1.1 0.1 -0.354
C 1.043107 -2.505676 0.284364 -0.3 -0.2 0.9 -0.348
C -1.825288 -0.445642 0.672989 -0.2 1.0 1.6 -0.347
C 0.955473 -4.022121 0.346954 0.3 0.4 1.2 -0.055
C 2.306981 -1.794069 0.722123 -0.3 1.3 1.0 -0.054
C -2.791930 0.712172 0.665432 -1.5 -1.3 4.1 -0.125
C -1.832589 -1.035950 2.136674 1.1 -2.1 -3.1 -0.045
P -1.396276 0.282118 -2.036697 -0.5 -3.2 1.3 1.067
H 2.150394 4.447381 -1.132356 0.9 0.8 0.3 0.084
H 2.067612 2.535851 0.511588 0.3 0.0 0.1 0.099
H 0.770281 4.492931 -3.072956 -0.2 -0.3 0.0 0.108
H 0.680311 0.626281 -0.056802 0.0 -1.8 1.5 0.032
H -0.999511 2.803221 -3.240110 -0.6 -0.2 -1.0 0.083
H 0.399334 -4.429987 -0.459219 -0.3 -0.3 -0.9 0.065
H 1.931513 -4.456577 0.443270 0.7 -0.3 -0.6 0.061
H 0.482058 -4.410746 1.253152 -0.3 0.5 0.2 0.078
H 3.139779 -2.430333 0.501665 0.8 0.2 -0.7 0.059
H 2.284231 -0.756106 0.299282 0.7 -1.1 -0.1 0.075
H 2.467507 -1.567910 1.813408 -0.8 -0.6 -0.6 0.092
H -3.024338 1.381838 -0.088724 0.3 0.9 -2.1 0.007
H -3.853736 0.293891 0.964547 1.8 0.7 -0.3 0.115
H -2.471453 1.336904 1.583031 -0.7 -0.6 -1.3 0.106
H -2.810198 -1.442097 2.288714 -0.7 -0.6 0.0 0.063
H -1.080868 -1.860587 2.210397 -0.7 0.6 0.0 0.078
H -1.705225 -0.419315 2.967304 0.6 1.8 0.9 0.047